(1)
# C24H33ClN4O3

C24H33ClN4O3 in the gas phase at a distorted geometry (ωB97M-V with the def2-TZVPD basis set, the OMol25 dataset).

The geometry in XYZ format:
```
65
Properties=species:S:1:pos:R:3:forces:R:3
C 2.54608 5.07913 -1.37595 0.24 -0.18 0.13
C 2.51645 3.79072 -0.64076 -1.06 0.13 0.61
O 3.54081 2.91596 -0.80754 0.39 -0.30 -0.09
C 3.24059 1.85978 -0.02214 -1.03 0.38 0.50
C 4.09151 0.69228 0.01734 0.51 -0.31 -0.17
C 5.30839 0.66622 -0.66391 -0.22 0.03 0.11
C 6.09530 -0.46794 -0.63891 0.04 -0.16 0.04
C 5.66162 -1.58336 0.06299 -0.13 0.25 -0.01
Cl 6.64078 -3.00577 0.08267 0.13 -0.20 0.00
C 4.45406 -1.57370 0.74653 0.12 -0.05 -0.05
C 3.67591 -0.43552 0.72618 0.06 0.26 -0.14
N 2.12296 2.01693 0.62733 0.75 -0.68 -0.03
C 1.63613 3.23654 0.25055 0.58 0.84 -0.78
C 0.33104 3.77771 0.73882 0.14 -0.09 0.00
N -0.73570 2.83192 0.46323 0.00 0.16 0.02
C -0.77975 1.76538 1.44378 0.08 -0.42 -0.04
C -1.68645 0.64405 0.94658 -0.08 0.29 0.29
C -3.09291 1.17309 0.69398 -0.03 -0.02 -0.31
C -4.07627 0.16663 0.09683 0.26 0.18 0.34
O -5.20421 0.49985 -0.21792 -0.35 0.21 -0.09
N -3.62745 -1.09219 -0.05921 0.20 -0.31 -0.01
C -4.43398 -2.12646 -0.66252 -0.18 0.01 -0.25
C -3.57133 -3.04122 -1.52729 -0.02 -0.07 0.38
C -2.57657 -3.85227 -0.69357 -0.14 -0.01 -0.28
N -1.46961 -3.05276 -0.17189 0.12 -0.07 0.13
C -0.88637 -3.67753 1.00970 0.28 0.18 0.13
C 0.28168 -2.83691 1.52446 -0.30 -0.24 0.18
O 1.27913 -2.69342 0.54303 0.17 -0.12 0.04
C 0.74512 -2.07255 -0.60226 -0.17 0.03 -0.36
C -0.42755 -2.86960 -1.17598 0.27 0.19 0.06
C -3.00505 2.38064 -0.24610 -0.14 0.20 0.29
C -2.04660 3.42920 0.31065 -0.14 -0.08 -0.27
H 1.53323 5.42082 -1.57097 -0.04 0.04 -0.04
H 3.06505 5.84309 -0.79595 0.02 0.09 -0.06
H 3.07207 4.94962 -2.31884 -0.04 0.07 -0.11
H 5.63152 1.53808 -1.21178 0.04 0.06 -0.05
H 7.03825 -0.49338 -1.16243 0.07 -0.03 -0.03
H 4.11861 -2.45086 1.27550 -0.02 -0.10 0.03
H 2.73323 -0.40799 1.24612 -0.13 -0.04 0.06
H 0.40699 4.01014 1.81691 -0.07 0.06 -0.09
H 0.12834 4.71039 0.20746 -0.03 -0.02 0.08
H -1.14769 2.13742 2.41978 0.03 0.02 -0.02
H 0.23637 1.39100 1.57458 -0.21 0.00 0.12
H -1.26970 0.26759 0.01095 0.04 -0.11 0.00
H -1.70015 -0.15584 1.69041 0.03 -0.09 -0.04
H -3.53070 1.50952 1.64215 -0.01 -0.05 -0.04
H -2.69011 -1.38235 0.18599 0.06 0.20 0.03
H -4.93197 -2.71878 0.11681 -0.05 0.02 -0.11
H -5.20878 -1.63457 -1.25746 0.07 -0.11 0.11
H -3.04454 -2.44414 -2.27179 -0.01 0.01 -0.12
H -4.22293 -3.73904 -2.05513 0.00 0.00 -0.06
H -2.19344 -4.69372 -1.29546 0.02 0.00 0.12
H -3.11328 -4.27639 0.15929 0.02 -0.04 -0.01
H -1.65259 -3.74781 1.78542 0.03 -0.04 0.00
H -0.51794 -4.69262 0.78229 -0.04 0.02 0.03
H 0.75425 -3.32771 2.37717 -0.09 0.05 0.00
H -0.08431 -1.84581 1.83156 0.01 -0.07 0.02
H 1.55851 -2.01940 -1.32799 -0.09 0.05 -0.01
H 0.42044 -1.05230 -0.35276 0.04 -0.04 -0.05
H -0.84391 -2.33132 -2.02904 0.05 -0.02 -0.04
H -0.05149 -3.84687 -1.52770 -0.05 0.04 0.00
H -2.63239 2.04830 -1.21691 0.00 0.02 -0.07
H -3.99845 2.80730 -0.38568 0.00 -0.04 -0.03
H -2.43606 3.81870 1.27018 0.02 0.03 -0.03
H -1.97423 4.26409 -0.39135 -0.01 0.01 0.07
```
Forces are in eV/Å.

Molecular weight: 461.006 g/mol
DFT total energy: -50049.7995 eV
SMILES: Cc1oc(-c2ccc(Cl)cc2)nc1CN1CCC(C(=O)NCCCN2CCOCC2)CC1
Gap between HOMO and LUMO: 8.616 eV
Highest occupied orbital energy: -8.14 eV
Energy relative to the best compared isomer or geometry (same formula, charge and spin): 0.000 eV
Largest force on an atom: 1.291 eV/Å

***

(2)
# C24H33F4N2Ru

A molecular structure, C24H33F4N2Ru at a distorted geometry (ωB97M-V with the def2-TZVPD basis set, the OMol25 dataset).

The geometry in XYZ format:
```
64
Properties=species:S:1:pos:R:3:forces:R:3
Ru 0.24679 0.14263 0.12367 -0.11 -0.10 -0.15
C 3.28775 -0.11341 0.01305 -0.11 -0.25 -0.04
C 2.78884 -1.46842 -0.49743 0.32 0.33 -0.09
N 1.55518 -1.83330 0.20066 -0.72 0.95 -0.04
C 0.64592 -2.70623 -0.54819 -0.06 -0.95 -0.31
C 1.12160 -4.15238 -0.72164 -0.15 0.34 0.00
C 1.82569 -2.24637 1.57709 -0.05 -0.05 0.40
C 0.58267 -2.19163 2.46529 0.46 -0.77 0.05
N -0.09347 -0.95249 2.24044 -0.33 0.66 -0.24
C -1.03679 -0.51143 3.06317 -0.10 -0.01 0.19
C -1.49232 0.82267 2.87406 -0.05 0.29 -0.17
F -0.82714 1.52346 1.90902 -0.52 0.06 0.60
C -2.51204 1.38870 3.60407 0.39 -0.01 -0.50
F -2.91866 2.62106 3.31993 0.12 -0.10 0.07
C -3.12323 0.66066 4.62294 0.27 -0.24 -0.12
C -2.68409 -0.63546 4.87222 0.20 -0.11 -0.14
F -3.24774 -1.33384 5.83845 0.01 -0.05 -0.03
C -1.67385 -1.22591 4.12309 -0.13 -0.15 0.26
F -1.32364 -2.48651 4.36840 -0.19 0.42 -0.01
H 3.95760 0.33667 -0.71379 -0.04 0.16 -0.02
H 3.84457 -0.21061 0.93995 -0.05 0.13 0.15
H 2.42185 0.57806 0.20002 0.65 -0.07 -0.12
H 3.56789 -2.22646 -0.36070 -0.07 0.00 -0.09
H 2.56948 -1.39817 -1.56511 -0.04 -0.08 0.03
H 0.52068 -2.26231 -1.54606 -0.10 0.01 0.24
H -0.33057 -2.70869 -0.03642 0.20 0.08 -0.19
H 2.08516 -4.18649 -1.22368 0.10 -0.05 -0.04
H 0.40177 -4.69288 -1.33321 0.01 -0.04 -0.02
H 1.19835 -4.66641 0.23105 0.03 -0.12 0.09
H 2.55511 -1.54596 1.99330 -0.04 -0.15 -0.09
H 2.26648 -3.24933 1.60637 -0.02 0.11 0.03
H 0.90393 -2.28276 3.51239 -0.07 -0.02 -0.22
H -0.08617 -3.04599 2.28276 0.06 0.15 -0.04
H -3.91777 1.09183 5.21177 -0.09 0.05 0.06
C 1.39721 3.51488 -0.72333 0.07 0.14 0.00
C 0.49576 2.41759 -1.19306 -0.47 -0.27 -0.21
C -0.86701 2.42432 -0.79042 0.34 -0.67 -0.35
C -1.46917 3.64742 -0.17843 0.02 0.06 0.36
C -1.66236 1.27993 -1.06205 0.47 0.10 -0.17
C -3.04958 1.19044 -0.49381 -0.05 -0.05 0.03
C -1.20292 0.29534 -1.99341 0.42 0.40 0.12
C -2.18108 -0.75626 -2.42766 -0.03 -0.15 0.09
C 0.06409 0.46751 -2.63287 -0.23 0.23 0.42
C 0.44939 -0.34343 -3.83339 0.04 -0.18 0.02
C 0.93118 1.49897 -2.19477 -0.54 -0.15 0.31
C 2.23789 1.76342 -2.87579 0.11 -0.07 0.06
H 1.31974 4.37331 -1.39429 0.05 0.07 0.00
H 2.44225 3.21378 -0.70887 -0.02 -0.01 0.02
H 1.11686 3.84709 0.27424 0.05 0.04 -0.01
H -1.42821 3.63684 0.91124 -0.02 0.05 0.05
H -2.51427 3.74223 -0.46507 0.01 0.00 -0.02
H -0.94609 4.53910 -0.51347 0.01 0.01 -0.03
H -3.78116 1.49747 -1.24458 -0.07 -0.02 0.02
H -3.16426 1.83901 0.37067 -0.04 -0.01 0.00
H -3.29971 0.17241 -0.19178 -0.02 0.07 -0.04
H -2.65036 -1.25111 -1.57540 0.02 0.02 -0.09
H -1.73746 -1.51960 -3.05636 -0.05 -0.02 0.07
H -2.97892 -0.27685 -3.00021 -0.03 -0.06 0.00
H 0.38024 0.28994 -4.71930 0.03 -0.01 -0.07
H -0.19122 -1.20117 -4.00119 0.03 0.02 -0.01
H 1.47472 -0.70020 -3.77015 0.04 -0.06 -0.04
H 3.06110 1.79808 -2.16632 0.07 0.04 0.01
H 2.19957 2.73850 -3.36233 0.01 0.07 -0.02
H 2.47396 1.02875 -3.63475 0.04 -0.01 -0.02
```
Forces are in eV/Å.

Molecular weight: 526.604 g/mol
Net charge: +2
DFT total energy: -41838.0788 eV
Gap between HOMO and LUMO (spin up / spin down): 9.125 / 6.767 eV
Highest occupied orbital energy (spin up / spin down): -14.50 / -15.38 eV
Largest force on an atom: 1.196 eV/Å
2S+1: 6

***

(3)
# C24H33N2ORuSSi

A molecular structure, C24H33N2ORuSSi (ωB97M-V with the def2-TZVPD basis set, the OMol25 dataset).

The geometry in XYZ format:
```
63
Properties=species:S:1:pos:R:3:forces:R:3
Ru -0.73550 0.16930 0.00541 -0.26 -0.33 0.37
C -4.53811 1.10180 1.43431 -0.03 0.01 -0.02
C -3.67825 0.68378 0.28201 0.03 -0.02 -0.01
C -3.13017 1.61346 -0.60761 0.02 -0.04 0.02
C -2.42590 1.19069 -1.73932 0.00 0.01 0.02
C -2.24982 -0.17572 -1.99483 -0.03 -0.01 0.07
C -2.74932 -1.11492 -1.07870 0.00 0.10 -0.13
C -3.43790 -0.68063 0.04976 0.03 0.00 -0.01
H -4.54563 2.18144 1.56765 -0.02 -0.02 -0.02
H -4.21978 0.62585 2.36286 -0.01 -0.01 -0.03
H -5.56596 0.78563 1.24736 -0.01 0.00 0.01
H -3.28379 2.67240 -0.44126 -0.02 0.00 -0.01
H -2.04605 1.92352 -2.43976 0.00 0.00 0.01
H -1.76334 -0.50231 -2.90431 0.02 0.01 0.03
H -2.61043 -2.17313 -1.25710 -0.01 0.01 0.00
H -3.81341 -1.41076 0.75588 -0.02 0.00 -0.01
C -0.58889 -3.60487 3.08611 0.00 -0.04 0.01
C 0.30927 -3.57518 1.90149 -0.04 0.13 -0.08
C 1.21056 -4.55681 1.56939 0.07 -0.10 0.01
C 2.02136 -4.45427 0.42558 -0.05 -0.01 0.06
C 1.93359 -3.35515 -0.37229 -0.08 0.16 0.00
C 1.02364 -2.30405 -0.06040 -0.03 -0.28 0.23
N 0.22588 -2.48545 1.08729 0.14 -0.02 -0.19
N 0.82667 -1.19524 -0.72236 -0.07 0.30 -0.32
Si 1.62810 -0.72172 -2.29014 -0.02 -0.14 0.19
C 3.47399 -0.75378 -2.12258 0.05 0.04 -0.06
C 1.01335 1.02987 -2.54837 -0.12 0.03 0.22
C 1.00904 -1.88990 -3.58836 -0.02 -0.04 -0.05
H -0.40851 -4.51051 3.65837 -0.01 0.01 0.01
H -1.63462 -3.57801 2.77808 0.00 0.01 0.00
H -0.41464 -2.73509 3.72053 0.00 0.01 0.00
H 1.28028 -5.42097 2.21436 0.01 -0.01 -0.01
H 2.71209 -5.25064 0.18621 0.01 0.00 0.00
H 2.54686 -3.24793 -1.25281 0.01 -0.02 -0.01
H 3.82589 -0.16615 -1.27608 0.01 0.03 0.04
H 3.89268 -0.30035 -3.02576 0.01 0.01 0.00
H 3.90522 -1.75056 -2.04401 -0.01 -0.02 -0.01
H 0.50614 1.41786 -1.64769 0.08 0.12 -0.15
H 0.31968 1.11758 -3.38467 0.00 -0.01 -0.03
H 1.84100 1.71947 -2.71926 0.03 -0.02 -0.05
H 1.38269 -2.90416 -3.44110 0.00 -0.02 0.01
H 1.35179 -1.56224 -4.57253 0.00 0.01 -0.01
H -0.08057 -1.94063 -3.62169 0.00 0.00 0.00
C 3.32743 3.67690 -0.69793 0.02 -0.04 0.02
C 2.23551 3.03486 0.10604 -0.04 0.02 -0.02
C 2.35803 1.75118 0.60358 -0.05 0.01 0.13
C 1.34625 1.16748 1.37412 0.18 0.04 0.05
C 0.17925 1.88904 1.65633 -0.01 0.09 -0.14
C 0.04230 3.19376 1.14293 -0.02 -0.10 0.04
C 1.05380 3.74111 0.38916 0.07 0.02 -0.03
S -1.04615 1.08400 2.65702 0.11 0.00 -0.11
C -2.06707 2.46093 3.21044 -0.03 0.03 -0.04
O -0.64444 -1.56174 1.37833 0.06 0.08 0.02
H 4.19294 3.02230 -0.78437 0.01 0.01 -0.01
H 3.65208 4.60745 -0.23206 0.00 0.01 -0.01
H 2.98021 3.92288 -1.70313 -0.01 0.02 0.00
H 3.27491 1.20038 0.44529 0.03 -0.03 -0.01
H 1.51560 0.20879 1.85154 0.00 0.02 0.00
H -0.83886 3.78122 1.35750 -0.01 0.00 0.00
H 0.94227 4.75348 0.02021 0.01 0.01 -0.01
H -1.43567 3.18810 3.71676 0.01 0.00 0.01
H -2.76656 2.03542 3.92695 0.00 0.02 0.00
H -2.62098 2.93094 2.40161 0.04 -0.02 0.01
```
Forces are in eV/Å.

Molecular weight: 526.764 g/mol
Net charge: +2
DFT total energy: -51730.6468 eV
Gap between HOMO and LUMO (spin up / spin down): 8.749 / 6.007 eV
Highest occupied orbital energy (spin up / spin down): -14.01 / -14.32 eV
Energy relative to the best compared isomer or geometry (same formula, charge and spin): 0.877 eV
Largest force on an atom: 0.557 eV/Å
2S+1: 6